192
Properties=species:S:1:pos:R:3:lowdin_charge:R:1 method="wB97M-V/def2-TZVPD" de_lowest_kj_mol=412.23 lumo_energy_ev=-0.0352 e_homo_ha=-0.3316 total_charge=0
C -5.66194 -0.26001 -0.30986 -0.02
C -6.13527 1.14520 0.28172 -0.46
C -5.82610 1.24432 1.74006 -0.07
O -5.58716 2.28705 -0.36924 -0.06
H -5.89667 -0.23066 -1.37388 0.07
H -6.18322 -1.08908 0.16870 0.09
H -4.57691 -0.32557 -0.22923 0.06
H -7.22480 1.16451 0.25599 0.13
H -4.74236 1.32679 1.82260 0.07
H -6.03022 0.35004 2.32887 0.09
H -6.26549 2.16134 2.13264 0.08
H -5.90136 3.03747 0.14042 0.08
C -3.04999 3.22846 -2.50960 -0.05
C -3.44987 1.98508 -3.16778 -0.48
C -2.40631 1.38100 -4.10187 -0.03
O -3.57223 1.02542 -2.15068 -0.08
H -2.11284 3.11985 -1.96366 0.07
H -3.83173 3.63639 -1.86882 0.08
H -2.86020 4.03929 -3.21289 0.09
H -4.41136 1.97699 -3.68117 0.14
H -1.50957 1.13825 -3.53175 0.06
H -2.08649 1.94479 -4.97819 0.09
H -2.76267 0.43134 -4.50094 0.06
H -4.26128 1.40228 -1.59860 0.04
C 0.59142 -3.04411 3.96022 -0.05
C 0.29712 -2.45193 5.31867 -0.47
C -1.04495 -2.94526 5.91067 -0.07
O 1.23789 -2.84578 6.30789 -0.06
H 0.44826 -4.12445 3.98230 0.08
H 1.58776 -2.86398 3.55654 0.06
H -0.08909 -2.58983 3.24006 0.07
H 0.24955 -1.36298 5.31223 0.12
H -1.13062 -4.03179 5.89627 0.08
H -1.87978 -2.75424 5.23638 0.06
H -1.31932 -2.53879 6.88412 0.08
H 1.37953 -3.79205 6.22962 0.08
C 0.06528 4.59298 -1.24100 -0.05
C 1.41329 5.39390 -1.33123 -0.46
C 1.28329 6.87536 -0.93606 -0.05
O 2.37901 4.75354 -0.52737 -0.06
H -0.44672 4.81405 -0.30447 0.06
H 0.17946 3.50905 -1.22859 0.05
H -0.57079 4.94075 -2.05499 0.07
H 1.74593 5.40247 -2.36919 0.12
H 1.01923 7.00477 0.11353 0.07
H 0.63243 7.43198 -1.61035 0.08
H 2.25598 7.36292 -1.00141 0.08
H 2.02827 4.59356 0.35182 0.03
C 0.84152 -7.20564 0.31116 -0.05
C 0.33650 -5.78366 0.72643 -0.47
C 1.51150 -4.76057 0.58963 -0.04
O -0.63083 -5.44820 -0.21441 -0.06
H 0.12895 -8.01971 0.44392 0.07
H 1.69328 -7.43142 0.95274 0.06
H 1.22241 -7.18282 -0.70988 0.08
H -0.08156 -5.87049 1.72933 0.13
H 1.18105 -3.81732 1.02458 0.05
H 1.86453 -4.51404 -0.41172 0.05
H 2.34775 -5.08547 1.20869 0.07
H -0.95512 -4.59823 0.09217 0.03
C -0.54543 -1.65536 -4.52770 -0.05
C 0.71147 -2.25996 -3.88523 -0.50
C 0.33721 -3.36040 -2.88700 -0.04
O 1.44248 -2.92200 -4.83938 -0.04
H -1.11728 -2.32167 -5.17356 0.08
H -0.32515 -0.80605 -5.17441 0.07
H -1.19292 -1.21589 -3.76895 0.05
H 1.28947 -1.51498 -3.33839 0.12
H -0.05833 -4.26628 -3.34640 0.10
H -0.32427 -2.93457 -2.13253 0.06
H 1.18106 -3.68039 -2.27575 0.06
H 0.81426 -3.51702 -5.25519 0.09
C 4.91023 1.67754 -0.90236 -0.04
C 6.08437 1.11088 -1.78189 -0.49
C 7.26456 2.09718 -2.10397 -0.04
O 6.69846 0.08426 -1.09664 -0.06
H 4.08159 0.97312 -0.97458 0.05
H 4.62014 2.70724 -1.11130 0.06
H 5.24787 1.73052 0.13268 0.07
H 5.69606 0.72905 -2.72611 0.11
H 6.75220 3.04818 -2.24950 0.06
H 7.72337 1.81269 -3.05089 0.07
H 7.98863 2.17214 -1.29267 0.08
H 6.06876 -0.61761 -0.91646 0.02
C -3.21441 4.40678 0.99188 -0.04
C -3.08567 4.80793 2.48119 -0.51
C -1.58450 4.91886 2.88053 -0.03
O -3.84286 5.94451 2.58635 -0.02
H -4.28521 4.22452 0.90088 0.06
H -2.62853 3.51732 0.76013 0.05
H -2.88910 5.24954 0.38195 0.09
H -3.60282 4.05636 3.07769 0.11
H -1.55523 5.07661 3.95866 0.07
H -1.17377 5.83314 2.45216 0.08
H -0.93430 4.08047 2.63064 0.06
H -4.76803 5.68833 2.59134 0.10
C -2.32576 2.32623 5.45808 -0.05
C -2.57770 1.51725 4.24251 -0.51
C -1.75302 0.25984 4.09531 -0.04
O -3.89199 1.01042 4.41475 -0.06
H -2.55387 1.77718 6.37165 0.09
H -2.86908 3.27107 5.47206 0.08
H -1.26204 2.53946 5.56352 0.07
H -2.54396 2.06879 3.30296 0.11
H -0.74477 0.57686 3.82882 0.08
H -2.18321 -0.32626 3.28321 0.08
H -1.77748 -0.30099 5.02964 0.08
H -4.50035 1.75298 4.42558 0.08
C -3.57501 -3.19090 -0.32003 -0.05
C -2.77952 -2.99177 0.99421 -0.44
C -2.95341 -4.13541 2.02234 -0.02
O -1.42857 -2.84643 0.58229 -0.09
H -3.55286 -2.26295 -0.89144 0.04
H -4.64220 -3.38036 -0.20467 0.08
H -3.19996 -4.03515 -0.89854 0.09
H -3.02012 -1.99605 1.36671 0.12
H -3.96434 -4.09148 2.42755 0.08
H -2.23746 -3.91256 2.81346 0.06
H -2.84481 -5.14648 1.62987 0.08
H -1.43604 -2.07172 0.01540 0.03
C -0.73695 1.22242 0.60231 -0.01
C -0.23099 0.25167 -0.53371 -0.44
C 0.97541 -0.57433 -0.12244 -0.02
O -1.26936 -0.57270 -0.96154 -0.06
H -0.91034 0.66787 1.52454 0.06
H -1.64708 1.73517 0.29113 0.05
H -0.03418 2.05062 0.69343 0.06
H 0.01592 0.80850 -1.43764 0.13
H 1.84514 0.05483 0.06683 0.07
H 1.21772 -1.12934 -1.02873 0.06
H 0.83548 -1.21752 0.74636 0.08
H -2.00945 -0.04114 -1.26371 0.06
C 6.15665 -2.62191 4.09736 -0.06
C 4.93520 -2.91164 3.20129 -0.43
C 4.22011 -1.57043 2.91428 -0.06
O 5.43963 -3.28446 1.92882 -0.07
H 6.76093 -3.52857 4.12714 0.07
H 5.95819 -2.41748 5.14946 0.08
H 6.87157 -1.91203 3.68137 0.09
H 4.27879 -3.64784 3.66523 0.14
H 4.83994 -0.79965 2.45622 0.08
H 3.99037 -1.05679 3.84783 0.08
H 3.32821 -1.75101 2.31430 0.07
H 5.54384 -4.23709 1.87201 0.11
C 4.08326 -1.92773 -2.44277 -0.04
C 4.39302 -2.78439 -1.19296 -0.43
C 5.13132 -4.06230 -1.59081 -0.04
O 5.23754 -2.01679 -0.34074 -0.07
H 3.41454 -1.07762 -2.30779 0.05
H 3.65864 -2.53579 -3.24156 0.08
H 5.01026 -1.50199 -2.82687 0.08
H 3.41733 -2.98010 -0.74818 0.11
H 4.62590 -4.76092 -2.25758 0.08
H 5.43829 -4.64693 -0.72359 0.07
H 6.02513 -3.80434 -2.15886 0.09
H 5.21535 -2.31893 0.57021 0.03
C -5.72937 -1.30326 -4.69849 -0.04
C -4.42494 -2.07393 -4.96129 -0.48
C -3.80354 -2.62761 -3.68588 -0.06
O -4.64170 -3.13505 -5.90312 -0.04
H -6.19393 -1.06319 -5.65487 0.07
H -5.49888 -0.40773 -4.12142 0.06
H -6.40873 -1.91803 -4.10803 0.08
H -3.63477 -1.38662 -5.26348 0.11
H -2.86370 -3.09560 -3.97879 0.07
H -4.41632 -3.33146 -3.12268 0.08
H -3.57379 -1.88830 -2.91860 0.06
H -5.01594 -2.82285 -6.73021 0.08
C 2.74638 2.03390 -3.80954 -0.04
C 1.42610 2.02033 -4.60766 -0.44
C 0.52970 3.19994 -4.26571 -0.06
O 1.71749 2.09352 -6.04010 -0.06
H 3.39200 2.88440 -4.02843 0.09
H 3.33738 1.12824 -3.94590 0.07
H 2.47218 2.07709 -2.75547 0.07
H 0.76099 1.16283 -4.50560 0.11
H 1.08007 4.13281 -4.14339 0.08
H 0.04444 2.97847 -3.31514 0.04
H -0.26288 3.25223 -5.01214 0.08
H 2.05230 1.24097 -6.32760 0.08
C 1.86788 3.28020 4.40164 -0.05
C 2.59699 3.57232 3.10180 -0.46
C 2.77941 2.28219 2.25736 -0.02
O 1.97603 4.55560 2.29567 -0.05
H 2.46042 2.80360 5.18257 0.09
H 0.87553 2.84504 4.28342 0.06
H 1.55843 4.23235 4.83261 0.07
H 3.60956 3.89196 3.34802 0.14
H 1.84708 1.81073 1.94657 0.06
H 3.38897 1.51116 2.72857 0.07
H 3.33694 2.56548 1.36460 0.06
H 1.99365 5.37928 2.78844 0.10